Formula: C17H28ClN2O2
Source: the Open Molecules 2025 dataset
Level of theory: wB97M-V/def2-TZVPD

Each line ends with the natural charge from an NBO analysis.
Geometry (Å):
H1 5.808 1.382 -0.916  0.2293
H2 -3.387 2.405 0.788  0.2243
H3 -2.965 -2.765 -1.079  0.2178
H4 -1.549 0.030 -3.329  0.3895
H5 4.729 2.155 1.194  0.2077
H6 -1.844 3.033 0.209  0.2394
C1 0.276 -1.548 -0.394  -0.2924
O1 3.299 0.781 1.255  -0.5126
H7 -0.648 1.079 1.117  0.2219
H8 -0.449 1.606 -1.179  0.2185
C2 -3.900 -0.837 -0.810  -0.2036
C3 0.864 -0.562 -1.170  -0.0362
C4 -1.321 1.379 -1.796  -0.2533
C5 0.317 -0.299 -2.547  -0.2338
H9 -4.049 -0.675 -1.880  0.2180
H10 5.721 0.084 0.277  0.2219
H11 3.174 0.255 3.568  0.1918
C6 1.880 0.209 -0.625  -0.3114
H12 -1.454 2.197 -2.510  0.2227
C7 -2.412 2.124 0.391  -0.4155
C8 -3.797 -2.327 -0.534  -0.6299
H13 0.912 0.467 -3.059  0.1936
C9 5.134 0.728 -0.372  -0.6423
H14 -1.838 -1.026 1.340  0.2516
H15 2.329 0.976 -1.236  0.2258
H16 -4.744 -0.402 -0.270  0.2193
H17 -3.670 -2.535 0.524  0.2256
H18 -0.474 -2.207 -0.803  0.2267
C10 4.173 1.569 0.459  -0.0641
C11 2.334 0.020 0.678  0.3314
H19 -4.708 -2.817 -0.865  0.2469
H20 3.165 -1.331 4.381  0.2021
C12 -1.710 1.162 1.347  -0.4214
H21 -1.814 1.458 2.387  0.2485
C13 1.721 -0.969 1.484  0.2234
N1 -2.666 -0.129 -0.408  -0.4697
N2 -1.095 0.085 -2.424  -0.6478
C14 -2.567 1.289 -0.879  -0.0455
O2 1.987 -1.260 2.774  -0.4811
H22 4.059 -1.120 2.857  0.1837
H23 -3.468 1.548 -1.437  0.2259
H24 -1.873 -0.573 -0.955  0.5232
H25 3.605 2.263 -0.171  0.1686
H26 4.598 0.104 -1.084  0.2108
C15 3.170 -0.825 3.416  -0.2411
Cl1 -0.092 -2.914 1.897  0.0349
C16 -2.421 -0.151 1.056  -0.2311
H27 0.351 -1.214 -3.142  0.2245
H28 -3.386 -0.175 1.566  0.2159
C17 0.694 -1.725 0.912  -0.0524

The SMILES is CCOc1cc(CNC[C@@H]2CCC[N@H+]2CC)cc(Cl)c1OC. The calculation puts the LUMO energy at -2.112 eV. For the energy above the lowest of the compared OMol25 structures with the same formula, charge and spin, the calculation gives 0.000 eV. The charge is +1. As for the HOMO-LUMO gap: 8.9 eV.



Formula: C36H20CaF12N4OSSb
Source: the Open Molecules 2025 dataset
Level of theory: wB97M-V/def2-TZVPD

Each line ends with the Mulliken charge.
Geometry (Å):
C1 -3.813 -0.262 -1.555  -0.2132
H1 -0.045 4.129 1.449  0.2917
N1 -4.363 0.201 -0.654  -0.2803
H2 -6.316 -0.434 2.444  0.4070
C2 -2.864 -1.968 -3.090  0.6321
C3 -3.798 -2.983 -2.702  0.2750
C4 -2.576 4.626 0.210  -0.3099
S1 -0.483 3.181 -0.671  0.3441
H3 -2.234 4.203 -1.901  0.4335
F1 -7.771 -4.532 1.359  -0.3324
H4 0.781 5.049 0.170  0.4445
C5 -4.073 1.228 3.053  0.2778
C6 -4.464 -3.123 1.517  -0.5657
F2 -0.553 -2.738 1.722  -0.1521
H5 -3.433 -3.419 1.350  0.4868
C7 -1.260 -2.411 6.263  0.2332
H6 -2.763 4.050 1.119  -0.0381
F3 -1.285 -2.981 -0.738  -0.1909
H7 -5.271 -5.061 1.008  0.5385
C8 -4.916 2.030 2.285  -0.4105
H8 -1.427 6.128 1.297  0.3812
C9 -6.083 -1.444 2.128  -0.2927
H9 -8.143 -2.090 2.082  0.4746
H10 -4.153 -2.293 4.549  0.4548
H11 0.585 -1.476 5.725  0.4503
C10 -5.478 -4.049 1.330  -0.5720
C11 -0.242 -2.052 -0.470  -0.2784
F4 -5.696 4.628 4.655  -0.3310
H12 -5.148 1.752 1.264  0.5468
C12 0.412 -2.632 0.771  0.5771
C13 -2.215 3.693 -0.936  -0.2013
H13 -0.361 -0.488 3.657  0.3284
C14 -2.941 -0.679 -2.596  0.3234
F5 -0.742 -2.938 7.378  -0.3283
C15 -6.784 -3.647 1.543  0.1972
C16 -0.157 4.583 0.464  -0.5825
H14 -2.820 2.790 -0.994  0.0309
C17 -1.575 -3.686 -4.228  0.3850
H15 -3.186 -3.263 6.623  0.4596
C18 -5.473 3.180 2.826  -0.7052
C19 -1.356 5.522 0.395  -0.8439
F6 -4.457 -5.170 -2.538  -0.2975
F7 1.318 -1.749 1.264  -0.2443
F8 -0.944 -1.467 -4.370  -0.3465
C20 -1.787 -2.389 -3.936  0.1251
C21 -2.931 -7.111 -3.314  -0.1308
C22 -5.170 3.512 4.134  0.1820
C23 -1.970 0.340 -2.805  -0.0723
C24 -3.592 -4.283 -2.977  0.5359
F9 -0.543 -4.017 -4.964  -0.2955
C25 -7.105 -2.361 1.938  -0.6919
H16 -3.472 5.203 -0.020  0.4701
Sb1 -3.139 -0.480 2.179  1.3650
N2 -3.500 -8.006 -2.875  -0.3933
C26 -3.781 1.590 4.364  -0.4693
C27 -2.323 -1.324 3.966  0.1394
C28 -1.010 -6.544 -4.590  -0.1335
C29 -4.332 2.737 4.915  -0.7060
O1 -0.588 1.976 0.264  -1.0715
C30 -3.116 -2.107 4.801  -0.2726
C31 -2.149 -6.059 -3.881  1.1198
C32 -0.992 -1.095 4.300  -0.5259
C33 -0.449 -1.638 5.453  -0.6198
H17 -6.133 3.815 2.251  0.4937
H18 -4.122 3.034 5.933  0.4740
F10 1.003 -3.815 0.655  -0.2556
H19 -3.124 0.976 4.967  0.4320
Ca1 -1.011 0.002 0.244  1.6526
F11 0.634 -2.227 -1.526  -0.3601
H20 -1.259 6.198 -0.457  0.3388
N3 -1.254 1.242 -2.825  -0.4578
N4 -0.097 -6.996 -5.122  -0.3948
C34 -4.763 -1.825 1.918  0.0838
F12 -4.855 -2.620 -1.996  -0.3584
C35 -2.436 -4.731 -3.718  0.0093
C36 -2.588 -2.654 5.960  -0.6688

The calculation puts the LUMO energy (alpha / beta) at -6.019 / -6.019 eV. For the energy above the lowest of the compared OMol25 structures with the same formula, charge and spin, the calculation gives 1.416 eV. The charge is +1. As for the HOMO-LUMO gap (alpha / beta): 5.4 / 5.4 eV.



Formula: C3H10NO2
Source: the Open Molecules 2025 dataset
Level of theory: wB97M-V/def2-TZVPD

Each line ends with the natural charge from an NBO analysis.
Geometry (Å):
O1 0.533 2.991 0.386  -0.5192
H1 0.692 -3.684 -0.766  0.2402
H2 -1.242 1.519 2.079  0.4944
H3 0.519 -0.694 -1.297  0.4509
C1 -1.231 -1.747 -0.890  -0.4329
H4 -1.715 -0.892 -0.417  0.2544
C2 0.149 2.497 1.393  0.6164
O2 -0.611 1.372 1.355  -0.7181
C3 1.057 -2.809 -1.278  -0.4197
H5 -1.369 -2.463 -0.076  0.2233
H6 0.544 -1.601 0.084  0.4369
H7 0.370 2.979 2.327  0.1287
H8 1.123 -2.975 -2.341  0.2470
N1 0.256 -1.590 -0.892  -0.4888
H9 -1.700 -2.030 -1.822  0.2523
H10 2.042 -2.629 -0.852  0.2341

The calculation puts the LUMO energy at -3.517 eV. For the energy above the lowest of the compared OMol25 structures with the same formula, charge and spin, the calculation gives 1.486 eV. The charge is +1. As for the HOMO-LUMO gap: 10.4 eV.



Formula: C19H23AsN2O2PrS
Source: the Open Molecules 2025 dataset
Level of theory: wB97M-V/def2-TZVPD

Each line ends with the Löwdin spin population.
Geometry (Å):
C1 4.440 -3.497 -0.861  -0.0004
H1 -4.360 2.522 -2.727  0.0000
H2 -3.439 0.506 -2.727  0.0000
H3 -0.072 0.407 5.337  0.0000
O1 1.971 -0.319 0.202  -0.0087
C2 -3.525 4.384 -2.136  -0.0002
H4 1.584 1.665 1.626  0.0002
C3 -2.388 5.012 -1.626  0.0004
C4 4.961 -2.285 -0.406  0.0004
H5 1.360 -1.527 2.090  0.0002
H6 -1.637 -3.431 -1.316  -0.0001
O2 -0.088 2.256 -1.162  -0.0055
H7 2.646 -4.546 -1.333  0.0000
As1 -0.205 0.294 2.845  0.0020
C5 1.068 1.716 2.581  0.0021
H8 1.183 -1.450 3.865  0.0001
Pr1 0.014 0.346 -0.365  2.0189
H9 6.034 -2.161 -0.322  0.0000
H10 1.812 1.662 3.374  0.0003
H11 4.531 -0.293 0.287  0.0000
C6 -1.261 4.280 -1.320  -0.0003
C7 -2.491 0.805 -2.272  0.0026
H12 -0.368 4.758 -0.939  0.0000
H13 -1.599 -0.321 4.760  0.0000
H14 -1.317 -1.849 -3.146  0.0000
H15 -2.235 -2.140 -0.266  0.0001
C8 3.076 -3.619 -0.968  0.0003
H16 -4.411 4.951 -2.387  0.0000
C9 -0.882 0.480 4.615  0.0001
H17 -0.119 -2.159 2.869  0.0000
C10 0.663 -1.406 2.910  0.0011
C11 2.744 -1.351 -0.159  0.0003
H18 0.505 2.641 2.655  0.0000
C12 -3.487 3.026 -2.322  0.0004
H19 0.561 -3.812 -1.284  -0.0001
C13 -2.363 2.235 -2.009  0.0001
C14 -1.216 2.897 -1.495  0.0006
C15 2.206 -2.569 -0.628  -0.0001
H20 -1.385 1.439 4.693  0.0000
C16 0.785 -2.829 -0.859  0.0017
H21 -2.384 6.085 -1.476  0.0000
C17 -1.916 -1.520 -2.297  -0.0005
C18 -1.543 -2.371 -1.074  0.0001
N1 -0.186 -2.030 -0.627  -0.0047
S1 -1.898 0.449 1.561  -0.0058
C19 4.130 -1.235 -0.064  -0.0006
N2 -1.621 -0.107 -2.032  -0.0051
H22 -2.969 -1.674 -2.538  -0.0001
H23 5.092 -4.317 -1.128  0.0000

As for the multiplicity: 3. The calculation puts the LUMO energy (alpha / beta) at -2.867 / -2.839 eV. For the energy above the lowest of the compared OMol25 structures with the same formula, charge and spin, the calculation gives 0.735 eV. The charge is +1. As for the HOMO-LUMO gap (alpha / beta): 8.1 / 8.2 eV.



Formula: C23H36BeCsFN2O12P
Source: the Open Molecules 2025 dataset
Level of theory: wB97M-V/def2-TZVPD

Each line ends with the Mulliken charge.
Geometry (Å):
C1 -1.120 -3.121 -0.597  0.5741
C2 -2.887 -4.521 0.151  -0.4726
C3 -7.578 -6.809 0.425  -0.2708
O1 5.915 3.162 4.518  -0.4452
C4 -3.076 4.554 -4.488  -0.6875
H1 1.444 3.490 3.523  0.3158
H2 0.537 5.248 -5.229  0.1301
C5 -1.879 -2.649 -1.644  -0.4794
H3 -1.276 6.074 -6.618  0.3959
H4 -3.802 5.351 -4.668  0.3349
H5 2.696 0.508 2.534  0.5862
O2 1.925 4.300 3.316  -0.4436
H6 5.828 -4.879 1.754  0.2930
O3 5.264 1.055 4.173  -0.2563
C6 -3.170 -3.136 -1.794  -0.4907
H7 -2.135 6.706 -5.212  0.3972
C7 -0.093 6.069 -4.860  -0.1543
C8 7.832 -5.215 3.231  -0.1597
C9 1.022 5.856 -2.673  -0.7528
O4 3.278 -1.510 2.651  -0.4081
H8 -0.956 -4.395 1.111  0.3977
O5 3.859 2.730 3.651  0.0389
C10 4.906 0.385 2.983  -0.5176
H9 -9.466 -7.540 1.140  0.3593
H10 -0.876 5.337 -3.140  0.1016
C11 1.866 4.619 -2.958  -0.4711
H11 -3.283 -5.246 0.849  0.4206
H12 -8.285 -3.576 2.275  0.4057
H13 7.326 -4.836 0.800  0.3256
H14 1.654 6.737 -2.825  0.3959
C12 -8.771 -6.712 1.129  -0.3522
H15 2.162 4.540 -4.011  0.3568
F1 0.157 -2.648 -0.448  -0.3078
C13 5.091 2.399 4.140  0.5085
N1 -0.221 6.058 -3.409  -0.3119
H16 0.272 1.772 -3.163  0.1891
O6 7.702 -6.381 2.956  -0.3821
H17 7.252 -4.736 4.042  0.2756
C14 -1.591 -4.049 0.306  -0.4450
H18 -4.683 -4.445 -1.014  0.5372
C15 -6.955 -4.706 1.017  -0.4617
H19 -9.957 -5.427 2.381  0.3984
O7 2.005 -2.611 4.161  -0.3502
Be1 -8.345 -3.691 -0.831  -0.0681
H20 -3.783 -2.786 -2.614  0.3893
O8 3.399 4.589 5.345  -0.4422
C16 3.403 -0.119 3.123  -1.0887
H21 3.134 -0.138 4.173  0.4954
C17 2.039 -2.003 3.156  0.0661
O9 1.313 3.390 -2.508  -0.3919
O10 -1.989 4.634 -5.387  -0.3361
H22 -1.468 -1.918 -2.327  0.4450
H23 8.784 -4.676 3.077  0.2938
H24 0.762 5.835 -1.612  0.3896
H25 0.370 7.010 -5.171  0.3864
C18 6.804 -4.367 1.653  -0.2171
C19 -1.435 5.935 -5.546  -0.8093
C20 -9.041 -5.539 1.818  -0.1127
C21 -8.117 -4.512 1.760  -0.3914
H26 5.133 0.959 2.069  0.7161
H27 0.493 3.028 -4.394  0.2877
C22 -3.674 -4.068 -0.898  -0.5503
C23 0.296 2.850 -3.334  -0.4732
H28 1.112 -1.760 2.593  0.3739
H29 -3.566 3.597 -4.657  0.2304
N2 -6.677 -5.832 0.364  -0.2781
H30 -7.330 -7.713 -0.118  0.3638
P1 3.423 4.315 3.798  0.5898
O11 4.228 5.228 3.014  -0.5570
H31 -0.688 3.242 -3.067  0.1753
H32 -2.755 4.592 -3.440  0.2749
O12 6.894 -3.172 1.848  -0.4296
H33 4.127 5.193 5.552  0.3651
Cs1 3.113 -0.200 0.605  1.1388
H34 2.794 4.737 -2.393  0.3467
H35 -6.206 -3.924 0.946  0.4028
H36 5.521 -0.518 2.937  0.2978

The calculation puts the LUMO energy at -3.350 eV. The charge is +1. As for the HOMO-LUMO gap: 5.3 eV.



| no. | energy (Eh) | F_max (eV Å⁻¹) |
| --- | --- | --- |
| 1 | -1384.5299 | 0.79 |
| 2 | -4192.2086 | 1.78 |
| 3 | -325.2629 | 1.98 |
| 4 | -4148.6814 | 2.41 |
| 5 | -2386.0722 | 6.99 |